The following is a quantum chemistry calculation of an isolated molecule of C3H6S2 in a non-equilibrium geometry, from the OMol25 dataset.

Output
**Energy relative to the best compared isomer or geometry (same formula, charge and spin)**: 306.56 kJ/mol
**HOMO-LUMO gap**: 8.106 eV
**HOMO**: -9.06 eV
**SMILES string**: S=CCCS
**Calculated total energy**: -914.15891 a.u.

Cartesian coordinates (Å):
C  0.8663  0.4253  -0.0848
C  -0.3530  -0.2601  0.3524
C  -1.5286  0.3019  -0.1098
H  2.0146  -1.7679  -0.2390
H  0.5888  0.7803  -1.3056
H  1.0436  1.4998  0.3420
H  -0.4646  -1.3166  -0.0165
H  -0.1949  -0.1216  1.4788
H  -1.6113  1.4470  -0.1468
S  2.6891  -0.4643  -0.1249
S  -3.0500  -0.5237  -0.1456